1.
93
Properties=species:S:1:pos:R:3:forces:R:3 method="wB97M-V/def2-TZVPD" charge=-2 lumo_ha=0.115 homo_energy_ev=-0.7 energy_ha=-9765.108039
In 11.3573 12.4910 12.7188 -0.7072 -1.5397 -0.4297
Br 13.6945 13.8917 19.6248 0.3285 -0.1012 0.2327
Se 10.4154 11.4836 10.5846 -0.4782 0.6151 0.0050
Se 15.5318 13.1625 10.6894 0.1849 -0.0186 0.3204
P 11.4144 9.5153 14.0586 1.5366 2.8683 -2.1051
O 13.0492 13.8389 13.6606 0.1753 0.6991 3.1328
N 11.8647 11.0066 14.0428 0.1091 -0.8212 0.9926
N 9.7804 9.2760 14.0202 -1.8200 -0.5762 1.1664
N 11.3999 14.4005 11.5580 0.7646 1.5252 -0.8809
N 17.9761 12.3636 6.7780 1.0746 -0.1526 0.3973
N 11.9634 8.7558 15.4317 -0.8180 -2.4426 0.4366
N 12.0135 8.7178 12.7132 0.2199 -1.5121 0.2947
N 10.1637 13.9459 14.0794 1.5557 0.4129 0.9329
C 13.5600 8.5193 10.7447 0.7557 0.3083 0.8603
C 11.5653 6.9312 11.1112 -0.5824 0.4797 0.4251
C 6.8793 10.2205 13.9210 -0.9478 -1.2946 0.1528
C 14.0697 8.2144 16.6193 -1.5639 -0.2088 0.6526
C 9.7738 17.6106 13.6617 0.6584 -0.5968 0.1213
C 12.2001 13.7853 17.2674 0.7915 0.1365 -0.0469
C 7.5742 9.5383 15.0927 -0.4557 -1.0334 -0.2369
C 11.6107 7.3031 15.7257 -0.4647 1.2212 -1.4305
C 13.1013 14.0426 14.9323 -1.0399 -0.6635 -2.2832
C 16.5742 12.8816 9.1493 0.0061 -0.1394 1.2288
C 12.7002 7.3882 10.1749 0.0465 -0.8197 -1.5258
C 13.4802 13.9930 17.7386 -2.0715 -0.5054 0.3967
C 12.8052 9.4400 11.7187 0.3412 0.5580 -0.7370
C 13.0746 9.3015 16.1779 -0.8121 0.9877 1.5331
C 10.2132 15.2160 13.4742 -1.7216 0.7431 0.9655
C 8.9599 9.0997 12.8262 -1.1342 -0.4867 -0.5581
C 9.5797 16.2804 14.1462 0.9850 0.0225 -0.9430
C 11.9263 13.9204 15.8524 -0.3322 -0.4224 -0.4551
C 17.8229 12.1945 9.1656 -1.3708 0.5557 -0.0044
C 12.0986 14.5656 10.4310 -0.2512 -0.1762 1.1223
C 12.3325 15.8345 9.8529 -0.7188 -0.1199 0.7359
C 10.5843 13.9998 15.4127 1.0383 -0.0374 -1.0793
C 12.0357 7.2388 12.5428 -1.0925 1.2614 0.4077
C 13.3574 7.0089 17.3971 0.2591 1.0132 -0.7597
C 16.1241 13.3574 7.9451 0.2719 0.5179 -1.9230
C 14.5732 14.3078 16.9143 0.2570 -0.0336 -1.8688
C 16.8867 13.1024 6.7822 -0.9597 0.5133 0.0543
C 14.3602 14.4038 15.5484 0.5958 -0.1157 1.2463
C 18.4500 11.9506 7.9990 -0.1493 -0.0437 -1.9503
C 11.1087 16.7985 11.7100 -1.7777 -0.7731 2.1059
C 9.0348 9.8753 15.1460 0.5452 1.1664 0.4175
C 10.5488 17.8484 12.5356 0.4838 1.6569 -0.8169
C 7.7686 10.1147 12.6969 0.1339 -0.1937 -0.9612
C 10.8423 15.4689 12.2081 1.3430 0.0687 -1.0658
C 11.8572 16.9310 10.5203 0.3038 0.1455 0.3040
C 11.8463 6.9934 17.1717 -0.2858 -0.3188 0.3930
H 13.5540 10.0971 12.1602 0.0578 -0.0540 0.3996
H 11.4335 6.8371 13.3556 -0.5198 -0.2174 -0.5125
H 7.5415 8.4359 15.0341 -0.3009 0.1898 -0.3875
H 12.6167 9.8180 17.0964 0.8645 -0.4858 -0.7978
H 9.4621 9.5356 16.0898 0.1678 -0.0670 0.0632
H 8.1861 11.0647 12.3696 0.2658 0.1879 0.3375
H 14.8411 8.6874 17.2219 0.1842 -0.1732 -0.0109
H 9.5719 9.3237 11.9640 0.2039 -0.2459 -0.3634
H 10.7817 18.9401 12.2579 -0.4488 -1.7402 0.3361
H 12.2314 7.7466 9.2336 0.2766 -0.1673 0.4287
H 18.1798 11.8391 10.0957 0.4301 -0.2985 0.7665
H 10.5614 7.1675 15.3520 0.7838 0.0271 0.5515
H 11.4088 13.4075 17.9461 0.5064 0.6563 -0.5002
H 9.4369 18.4558 14.2722 -0.0387 -0.2710 -0.3934
H 11.4371 6.0107 17.4660 0.1585 0.1484 -0.3490
H 7.1370 9.8586 11.8162 0.5902 -0.2623 0.4092
H 11.2373 5.8718 10.9856 0.4801 0.5961 -0.0654
H 13.3292 6.5029 9.8604 -0.4251 0.8239 0.4249
H 13.5065 10.1135 15.5684 0.0913 -0.4112 0.3086
H 13.9459 9.2042 9.9763 -0.2497 -0.3394 -0.0796
H 11.2886 7.6948 17.7916 0.2409 0.3387 0.1132
H 15.2087 13.9590 7.8991 0.3751 -0.3480 -0.0339
H 16.5828 13.5349 5.7888 0.1410 -0.5327 0.9790
H 6.5970 11.2416 14.1954 0.2700 0.0422 -0.1316
H 5.9049 9.6722 13.7536 0.7718 0.5613 0.0783
H 15.5997 14.3453 17.3078 -0.6601 0.3198 -0.0816
H 13.7555 6.0567 17.0410 0.1101 0.0372 -0.1106
H 12.1548 10.1273 11.1536 0.2579 -0.6262 0.0956
H 8.5458 8.0375 12.7534 0.5223 1.0259 0.1419
H 12.8981 15.8817 8.9391 0.2414 0.1674 -0.0151
H 9.8766 14.2465 16.2310 -0.0178 -0.5230 -0.3754
H 19.3614 11.3652 7.9362 0.0745 0.0098 0.1434
H 6.9948 9.7511 15.9768 0.2749 0.3848 0.7875
H 12.1565 17.9326 10.2553 -0.1508 0.2265 -0.4114
H 9.0588 16.0105 15.0801 0.1958 0.6121 -0.5997
H 10.6660 7.5833 10.9013 0.8387 -0.7211 0.3824
H 14.5019 8.1673 11.2486 -0.8677 -0.1782 -0.3279
H 14.4667 7.8307 15.7089 0.7576 -0.4038 -0.6420
H 12.6416 13.7054 10.0390 -0.5032 -0.0623 0.0762
H 13.0188 6.8345 12.7516 0.6213 -0.1575 -0.2379
H 15.1961 14.6389 14.9014 -0.1094 -0.2111 -0.1640
H 9.1190 10.9937 15.1539 0.2459 -0.5758 -0.1401
H 13.5591 7.0438 18.4464 0.2955 0.1741 0.7978
H 12.2542 6.6199 15.1370 -0.2139 0.2142 0.1372

=====

2.
28
Properties=species:S:1:pos:R:3:forces:R:3 method="wB97M-V/def2-TZVPD" charge=-1 lumo_ha=0.063 homo_energy_ev=-3.3 energy_ha=-1125.690498
F 3.0232 2.8119 -2.7625 -0.3345 -0.1572 0.2256
F -0.5456 4.1046 0.1457 0.2519 -0.4788 -0.3181
F -0.4049 1.6267 1.3940 0.5226 0.5265 -0.8696
F 3.2229 0.3913 -1.4327 -0.7230 0.9040 0.1032
O 1.8339 0.2106 0.9463 1.6423 2.2202 1.0035
O 1.2639 4.6537 -1.8172 -0.2585 -1.1942 0.2320
C -1.6196 -1.5478 0.0321 0.8678 -0.4221 0.0913
C 2.1618 2.4720 -1.7822 0.5117 -0.6381 -0.0173
C 0.2944 3.1335 -0.2830 -0.4109 -0.0050 0.6099
C 1.4200 0.9671 0.0340 0.1240 -2.4613 1.3725
C -2.5950 -2.1177 0.8598 0.3795 0.0635 -0.1351
C 0.1023 -1.9531 1.7372 -0.1775 0.1902 0.1884
C -0.8952 -2.4449 2.5745 -0.2937 0.0514 -0.0221
C 0.5334 -0.9360 -0.6239 -0.7402 0.0801 -1.4335
C -0.2510 -1.4848 0.4734 -0.3628 0.2767 -0.6059
C -2.2374 -2.5428 2.1345 0.4554 -0.0800 0.0880
C 0.3700 1.9456 0.3423 -0.7571 0.1237 0.3351
C -0.3765 -0.6696 -1.7071 -0.8989 -1.1783 0.3261
C 2.2566 1.2944 -1.1361 0.4749 -0.2237 -0.5176
C -1.6578 -1.0711 -1.3279 0.2648 0.6197 -0.4856
C 1.2141 3.5074 -1.3642 0.2624 1.3878 -0.0852
H -3.5917 -2.2688 0.4613 -0.1354 0.0791 0.1955
H -2.9772 -3.0000 2.7937 0.1222 0.1691 -0.1594
H 1.1306 -1.8772 2.0796 -0.1610 -0.0489 -0.0791
H -0.6354 -2.7366 3.5952 -0.1216 -0.0442 -0.3156
H -0.0487 -0.2606 -2.6642 -0.2843 -0.1561 0.2180
H -2.5733 -1.0402 -1.9114 0.1795 0.2597 -0.0200
H 1.5821 -1.1675 -0.7911 -0.3996 0.1360 0.0749